1.
73
Properties=species:S:1:pos:R:3:lowdin_charge:R:1 method="wB97M-V/def2-TZVPD" de_lowest_kcal_mol=343.6 homo_ev=-3.9 fmax_ev_per_a=6.3 gap_ev=2.348 total_energy_ha=-3178.1265
N 5.267 7.654 -0.369 0.32
H 5.636 7.330 -1.252 0.15
H 5.395 6.846 0.223 0.14
H 4.298 7.927 -0.295 0.16
H 5.882 8.387 -0.045 0.15
N -3.054 5.408 5.262 0.29
H -2.144 5.024 5.472 0.14
H -3.701 4.777 4.812 0.14
H -2.984 6.112 4.542 0.14
H -3.445 5.840 6.087 0.14
N 1.247 1.851 0.864 0.32
H 2.208 2.157 0.912 0.14
H 1.118 0.894 0.566 0.15
H 0.723 2.605 0.443 0.15
H 1.181 2.074 1.847 0.14
C -2.672 8.651 -2.278 -0.63
F -2.302 8.182 -3.484 0.11
F -2.767 10.000 -2.301 0.10
F -3.898 8.194 -2.034 0.11
S -1.422 8.087 -0.895 0.45
O -0.239 8.888 -1.005 -0.35
O -2.136 8.250 0.427 -0.41
O -1.194 6.686 -1.159 -0.38
O 2.595 3.561 5.169 -0.48
C 3.869 4.207 5.394 -0.43
C 5.199 3.813 4.524 -0.44
O 5.012 3.830 3.095 -0.50
H 4.087 4.434 6.438 0.05
H 3.613 5.246 5.187 0.04
H 5.608 2.875 4.900 0.05
H 5.973 4.519 4.827 0.05
C 6.974 -3.016 0.225 -0.06
C 5.707 -3.825 0.532 -0.23
O 5.504 -4.718 -0.557 0.00
C 4.610 -4.260 -1.557 -0.26
O 4.030 -3.165 -1.670 0.13
C 4.191 -5.419 -2.486 -0.62
F 5.115 -6.396 -2.579 0.16
F 3.029 -5.874 -2.129 0.21
F 4.069 -4.920 -3.689 0.19
H 7.325 -2.698 1.207 0.08
H 6.778 -2.189 -0.459 0.08
H 7.746 -3.648 -0.214 0.08
H 4.868 -3.208 0.853 0.13
H 6.059 -4.381 1.401 0.12
C -2.529 -5.189 1.745 -0.04
C -3.580 -6.390 1.969 -0.13
O -4.853 -5.723 1.889 0.01
C -5.984 -6.334 2.018 -0.40
O -6.251 -7.523 1.952 0.15
C -7.054 -5.225 2.340 -0.52
F -6.476 -3.999 2.385 0.14
F -7.972 -5.325 1.379 0.17
F -7.582 -5.494 3.535 0.17
H -2.897 -4.282 2.225 0.07
H -2.455 -4.871 0.705 0.06
H -1.539 -5.500 2.077 0.07
H -3.339 -6.789 2.955 0.12
H -3.552 -7.199 1.240 0.12
C -4.151 -4.738 -5.008 -0.05
C -4.423 -3.261 -4.584 -0.21
O -3.637 -2.505 -5.501 -0.01
C -2.786 -1.514 -5.071 -0.27
O -2.732 -1.249 -3.842 0.10
C -2.050 -0.766 -6.176 -0.52
F -0.760 -0.824 -5.836 0.16
F -2.315 -1.199 -7.403 0.19
F -2.249 0.596 -6.118 0.13
H -4.190 -4.846 -6.092 0.08
H -4.845 -5.444 -4.552 0.08
H -3.102 -4.772 -4.715 0.08
H -4.159 -3.096 -3.540 0.12
H -5.496 -3.132 -4.729 0.12

---

2.
16
Properties=species:S:1:pos:R:3:lowdin_charge:R:1 method="wB97M-V/def2-TZVPD" de_lowest_kcal_mol=65.9 homo_ev=-9.0 fmax_ev_per_a=4.1 smiles="C[C@@H](CS)NC=O" gap_ev=8.823 total_energy_ha=-685.9140
O 2.489 0.741 -0.926 0.03
C 2.541 0.277 0.186 -0.35
N 1.416 -0.134 0.854 0.05
C 0.195 -0.362 0.011 -0.45
C -0.875 0.462 0.665 -0.43
S -2.438 0.545 -0.425 0.62
C 0.002 -1.869 -0.096 -0.06
H 3.431 0.324 0.831 0.13
H 1.362 -0.719 1.672 0.13
H 0.403 0.041 -0.976 0.13
H -0.572 1.488 0.834 0.08
H -1.218 0.033 1.607 0.07
H -3.751 0.472 -0.692 -0.18
H 0.901 -2.341 -0.480 0.09
H -0.381 -2.331 0.819 0.08
H -0.797 -2.001 -0.832 0.07

---

3.
116
Properties=species:S:1:pos:R:3:lowdin_spin:R:1 method="wB97M-V/def2-TZVPD" de_lowest_kcal_mol=0.0 spin_multiplicity=5 homo_ev="-11.9 / -13.1" fmax_ev_per_a=0.2 gap_ev="8.070 / 6.248" charge=+2 total_energy_ha=-4967.3884
Pt 1.310 0.434 0.878 1.39
F -1.116 -0.371 2.349 0.10
C 0.166 -0.851 2.130 0.29
F 0.747 -0.950 3.363 0.07
H 0.078 -1.847 1.689 0.03
C -2.004 -4.828 -2.154 0.00
N -0.994 -3.819 -1.880 0.00
C -1.057 -2.599 -2.664 0.00
C -0.141 -3.859 -0.811 0.00
O 0.356 -2.827 -0.345 0.01
N 0.112 -5.096 -0.275 0.00
C 0.712 -5.164 1.042 0.00
C 0.336 -6.275 -1.100 0.00
H -2.968 -4.336 -2.299 0.00
H -2.097 -5.508 -1.311 0.00
H -1.786 -5.410 -3.053 0.00
H -2.067 -2.479 -3.057 0.00
H -0.371 -2.626 -3.514 0.00
H -0.806 -1.742 -2.041 0.00
H 0.460 -4.272 1.609 0.00
H 1.803 -5.249 0.985 0.00
H 0.329 -6.038 1.569 0.00
H 0.257 -6.027 -2.155 0.00
H -0.367 -7.078 -0.871 0.00
H 1.347 -6.649 -0.920 0.00
C 3.694 4.790 2.910 0.01
N 3.420 4.435 1.525 0.02
C 2.506 3.563 1.082 0.04
Se 1.300 2.575 2.140 0.31
N 2.580 3.513 -0.255 0.02
C 3.586 4.359 -0.706 0.00
C 4.066 4.645 -1.977 0.00
C 5.102 5.556 -2.050 0.00
C 5.637 6.160 -0.902 0.00
C 5.156 5.873 0.361 0.00
C 4.117 4.955 0.432 0.00
H 3.041 4.216 3.560 0.01
H 3.512 5.854 3.056 0.00
H 4.732 4.560 3.143 0.00
H 1.996 2.900 -0.812 0.00
H 3.648 4.186 -2.863 0.00
H 5.509 5.817 -3.017 0.00
H 6.446 6.869 -1.011 0.00
H 5.570 6.342 1.243 0.00
C 4.501 0.906 -0.669 0.01
N 4.478 -0.535 -0.507 0.01
C 4.889 -1.307 -1.669 0.00
C 4.034 -1.107 0.635 0.03
N 3.162 -0.475 1.400 0.18
N 4.509 -2.328 0.970 0.02
C 5.907 -2.697 0.764 0.00
C 3.784 -3.154 1.923 0.00
H 5.471 1.204 -1.074 0.00
H 4.355 1.385 0.296 0.00
H 3.720 1.238 -1.358 0.00
H 4.387 -0.905 -2.551 0.00
H 4.596 -2.347 -1.549 0.00
H 5.966 -1.253 -1.839 0.00
H 3.101 -0.864 2.333 0.01
H 6.463 -1.864 0.346 0.00
H 5.997 -3.559 0.101 0.00
H 6.353 -2.952 1.727 0.00
H 2.712 -3.023 1.788 0.00
H 4.057 -2.926 2.958 0.00
H 4.031 -4.197 1.732 0.00
F -0.064 1.419 -5.065 0.01
C 0.219 1.200 -3.774 0.02
C -0.302 2.055 -2.822 0.01
C -0.001 1.819 -1.483 0.07
C 0.819 0.751 -1.106 0.27
C 1.308 -0.102 -2.098 0.07
C 1.019 0.122 -3.436 0.01
H -0.922 2.885 -3.132 0.00
H -0.403 2.488 -0.728 0.01
H 1.898 -0.968 -1.821 0.01
H 1.394 -0.526 -4.218 0.00
C -3.871 2.715 -1.350 0.01
C -4.396 1.297 -1.140 0.08
C -3.861 0.372 -2.232 0.01
C -5.922 1.299 -1.121 0.03
Sb -3.570 0.560 0.753 0.56
C -4.127 -1.536 1.111 0.06
C -5.526 -1.791 0.557 0.02
C -4.084 -1.846 2.601 0.00
C -3.092 -2.365 0.353 0.01
C -3.868 2.006 2.378 0.07
C -3.645 1.334 3.727 0.00
C -5.286 2.562 2.273 0.03
C -2.825 3.100 2.160 0.01
H -4.172 3.050 -2.347 0.00
H -2.782 2.767 -1.298 0.00
H -4.292 3.421 -0.632 0.00
H -4.213 0.738 -3.202 0.00
H -4.224 -0.651 -2.121 0.00
H -2.769 0.356 -2.259 0.00
H -6.268 1.722 -2.070 0.01
H -6.334 1.917 -0.323 0.00
H -6.345 0.300 -1.039 0.00
H -6.286 -1.162 1.022 0.00
H -5.787 -2.832 0.776 0.01
H -5.575 -1.668 -0.524 0.00
H -4.880 -1.341 3.147 0.00
H -3.125 -1.601 3.057 0.00
H -4.245 -2.922 2.720 0.00
H -3.108 -2.160 -0.718 0.00
H -3.334 -3.425 0.491 0.00
H -2.076 -2.201 0.712 0.00
H -4.421 0.608 3.962 0.00
H -3.685 2.111 4.495 0.00
H -2.672 0.849 3.797 0.00
H -6.049 1.786 2.361 0.00
H -5.448 3.115 1.348 0.00
H -5.438 3.262 3.100 0.01
H -1.807 2.711 2.225 0.00
H -2.946 3.851 2.947 0.00
H -2.942 3.609 1.203 0.00

---

4.
73
Properties=species:S:1:pos:R:3:lowdin_charge:R:1 method="wB97M-V/def2-TZVPD" de_lowest_kcal_mol=15.9 homo_ev=-5.9 fmax_ev_per_a=3.0 gap_ev=5.639 charge=-1 total_energy_ha=-3547.3830
O 2.022 3.612 -2.237 -0.40
S 1.244 2.770 -1.375 0.46
O 1.516 2.884 0.033 -0.43
Nb -1.277 3.283 -1.608 0.74
I -1.628 5.324 0.251 0.16
B -3.529 2.805 -2.023 -0.86
O -4.377 2.843 -0.959 0.07
O -3.979 2.545 -3.283 0.07
C 1.747 0.972 -1.745 -0.70
F 2.469 0.885 -2.874 0.10
F 0.648 0.223 -1.893 0.07
F 2.474 0.440 -0.748 0.10
H -1.217 4.545 -2.937 -0.11
H -1.179 2.097 -2.968 -0.07
H -1.560 1.896 -0.403 -0.08
H -4.008 2.261 -0.301 0.06
H -3.500 1.786 -3.596 0.06
C 4.924 -4.432 -3.911 0.07
C 5.737 -3.452 -3.495 -0.24
C 5.224 -2.246 -2.752 -0.30
O 6.045 -1.422 -2.403 0.12
C 3.799 -2.145 -2.507 0.09
C 2.985 -3.122 -2.927 -0.21
C 3.498 -4.340 -3.648 -0.31
O 2.694 -5.189 -3.978 0.11
O 1.676 -3.090 -2.740 0.09
O 7.043 -3.453 -3.692 0.11
H 5.285 -5.301 -4.442 0.13
H 3.434 -1.275 -1.988 0.11
H 1.295 -3.906 -3.115 0.09
H 7.370 -2.627 -3.286 0.12
C -0.873 10.107 3.077 0.08
C -1.074 11.385 2.737 -0.25
C -2.143 11.795 1.761 -0.33
O -2.259 12.988 1.533 0.09
C -2.957 10.767 1.156 0.07
C -2.759 9.479 1.486 -0.24
C -1.707 9.069 2.489 -0.31
O -1.613 7.893 2.756 0.07
O -3.452 8.493 0.970 0.10
O -0.366 12.393 3.221 0.11
H -0.111 9.804 3.781 0.13
H -3.708 11.072 0.442 0.13
H -3.100 7.658 1.341 0.04
H -0.731 13.194 2.804 0.11
C -2.215 -3.466 0.602 0.07
C -1.323 -3.512 -0.405 -0.22
C -1.405 -4.558 -1.493 -0.29
O -0.559 -4.511 -2.362 0.11
C -2.464 -5.543 -1.436 0.08
C -3.348 -5.493 -0.433 -0.24
C -3.282 -4.439 0.645 -0.33
O -4.142 -4.484 1.510 0.10
O -4.343 -6.348 -0.295 0.12
O -0.330 -2.664 -0.511 0.14
H -2.166 -2.724 1.384 0.14
H -2.502 -6.294 -2.211 0.14
H -4.821 -6.073 0.510 0.12
H 0.182 -2.875 -1.320 0.10
C 0.447 -4.485 4.391 0.08
C -0.408 -5.065 3.536 -0.23
C -0.001 -6.217 2.654 -0.31
O -0.849 -6.684 1.918 0.11
C 1.366 -6.693 2.726 0.07
C 2.220 -6.113 3.580 -0.24
C 1.807 -4.975 4.479 -0.32
O 2.650 -4.530 5.232 0.11
O 3.479 -6.479 3.711 0.12
O -1.658 -4.691 3.380 0.12
H 0.163 -3.658 5.026 0.14
H 1.653 -7.509 2.078 0.13
H 3.860 -5.893 4.392 0.12
H -2.031 -5.290 2.708 0.09

---

5.
68
Properties=species:S:1:pos:R:3:lowdin_charge:R:1 method="wB97M-V/def2-TZVPD" de_lowest_kcal_mol=57.2 homo_ev=-5.3 fmax_ev_per_a=3.7 gap_ev=3.433 total_energy_ha=-1339.3258
C 0.900 3.039 2.372 0.00
C 1.889 2.269 1.496 -0.44
C 2.518 3.233 0.530 -0.02
C 2.980 1.374 2.331 -0.39
C 4.424 1.729 2.176 0.00
C 2.441 1.075 3.721 0.00
O 2.926 0.023 1.733 0.12
B 1.628 0.061 1.329 -0.69
C 0.433 -0.840 1.712 -0.10
C -0.811 -0.783 1.045 -0.02
C -1.931 -1.465 1.506 -0.04
C -1.791 -2.314 2.616 -0.06
C -0.534 -2.454 3.225 -0.07
C 0.566 -1.698 2.801 -0.04
C -2.356 0.187 -2.125 -0.03
C -3.707 0.465 -1.919 -0.31
C -4.485 -0.117 -0.877 -0.04
C -5.873 -0.137 -1.011 -0.09
C -6.461 0.505 -2.125 -0.12
C -5.710 1.242 -3.066 -0.10
C -4.331 1.260 -2.942 -0.06
O 1.143 1.282 0.797 0.11
H 1.439 3.612 3.137 0.09
H 0.326 3.731 1.754 0.09
H 0.162 2.392 2.854 0.10
H 3.029 4.022 1.086 0.10
H 3.281 2.789 -0.107 0.06
H 1.771 3.676 -0.136 0.10
H 4.696 2.646 2.662 0.09
H 5.025 0.981 2.651 0.09
H 4.702 1.775 1.136 0.09
H 2.467 1.941 4.368 0.09
H 1.432 0.637 3.642 0.09
H 3.079 0.301 4.136 0.10
H -0.840 -0.217 0.113 0.08
H -2.902 -1.320 1.037 0.07
H -2.694 -2.780 3.008 0.10
H -0.410 -3.111 4.087 0.10
H 1.510 -1.709 3.351 0.12
H -1.723 0.300 -1.246 0.03
H -2.038 0.451 -3.120 0.05
H -3.942 -0.617 -0.082 0.06
H -6.498 -0.670 -0.279 0.10
H -7.505 0.315 -2.343 0.08
H -6.195 1.789 -3.900 0.11
H -3.641 1.770 -3.618 0.10
C 2.316 -0.317 -1.504 -0.11
C 2.731 0.934 -2.323 -0.16
C 1.419 1.525 -2.723 0.00
C 0.359 0.762 -2.287 -0.06
C 0.751 -0.423 -1.659 -0.10
C 0.322 -1.790 -1.469 -0.20
C -0.596 -2.361 -2.351 -0.01
C -0.783 -3.727 -2.335 -0.07
C -0.127 -4.536 -1.405 -0.07
C 0.839 -3.999 -0.535 -0.05
C 1.060 -2.629 -0.551 -0.02
H 2.717 -1.199 -2.012 0.12
H 2.817 -0.320 -0.505 0.11
H 3.382 1.615 -1.750 0.09
H 3.324 0.578 -3.184 0.12
H 1.320 2.424 -3.297 0.10
H -0.673 1.079 -2.345 0.06
H -1.053 -1.688 -3.084 0.10
H -1.411 -4.165 -3.101 0.11
H -0.326 -5.597 -1.352 0.10
H 1.444 -4.616 0.119 0.11
H 1.783 -2.189 0.140 0.11